68
Properties=species:S:1:pos:R:3:forces:R:3:lowdin_spin:R:1 method="wB97M-V/def2-TZVPD" spin_multiplicity=2 homo_ev="-10.794 / -10.842" charge=+1 e_above_lowest_kcal_mol=37.2
Mn 0.023067 -0.060020 -0.610404 0.956 -0.545 0.851 1.321
C 1.573456 2.734609 -2.163946 -0.250 -0.357 0.160 -0.007
Si 0.100139 2.307459 -1.039451 0.092 1.093 0.354 -0.060
C -1.412848 3.147491 -1.855303 0.153 -0.481 0.068 -0.016
C 0.309574 3.257963 0.603464 -0.098 -0.272 -0.244 -0.005
C 0.516948 4.637547 0.628288 0.053 0.125 -0.020 -0.001
C 0.623307 5.317616 1.832318 0.001 0.013 -0.077 0.000
C 0.521378 4.622780 3.031188 -0.002 -0.075 0.055 0.000
C 0.306666 3.252802 3.018455 0.019 0.037 0.073 -0.002
C 0.197139 2.560314 1.811621 -0.122 -0.335 0.060 -0.008
Si -0.235852 0.702075 1.732208 -0.824 1.416 0.666 -0.098
C -1.998627 0.689505 2.465786 0.240 -0.175 -0.335 -0.010
C 0.752695 -0.379594 2.955553 0.012 -0.083 -0.621 -0.030
H 1.466355 3.762349 -2.517466 -0.054 0.024 0.041 -0.002
H 1.610784 2.083267 -3.039665 0.004 0.021 0.004 0.000
H 2.524332 2.652202 -1.636739 -0.032 -0.018 0.020 0.000
H -1.073503 4.085879 -2.298130 0.045 0.008 0.030 -0.003
H -2.180614 3.399049 -1.120346 -0.005 -0.058 0.005 0.000
H -1.841992 2.560502 -2.673582 0.052 0.084 -0.064 0.000
H 0.601395 5.187564 -0.303799 0.005 0.040 0.037 0.000
H 0.785606 6.387836 1.840504 0.008 -0.006 -0.009 0.000
H 0.607598 5.151151 3.972120 -0.008 -0.002 -0.004 0.000
H 0.219750 2.717536 3.959203 0.003 0.053 0.016 0.000
H -1.963293 1.146456 3.457404 0.076 0.022 0.006 -0.002
H -2.400005 -0.319413 2.579849 0.001 0.045 0.024 0.000
H -2.693426 1.276662 1.861985 0.022 0.027 0.010 0.000
H 0.875567 0.191758 3.878926 -0.020 0.080 -0.031 -0.005
H 1.739124 -0.670357 2.599188 0.023 -0.005 0.059 0.000
H 0.191218 -1.284844 3.192599 -0.060 0.035 -0.033 0.000
S -0.463345 -0.286656 -2.892412 0.096 0.400 0.151 -0.027
C -0.177180 -1.913601 -2.358558 -0.078 -0.728 -0.869 0.000
C -0.477323 -3.024590 -3.160411 0.062 -0.058 0.112 0.002
C -0.156949 -4.280035 -2.694544 -0.013 0.090 0.023 0.000
C 0.440164 -4.411318 -1.437864 -0.023 -0.008 0.011 0.002
C 0.691666 -3.274218 -0.706510 0.169 -0.008 0.328 -0.003
N 0.396120 -2.051917 -1.155339 -0.519 0.465 -0.960 -0.013
H -0.937587 -2.866985 -4.125714 -0.001 -0.025 0.000 -0.001
H -0.356654 -5.156132 -3.298050 -0.024 0.003 0.012 0.000
H 0.696918 -5.382512 -1.039721 0.065 0.025 -0.001 0.000
H 1.170558 -3.319835 0.265532 -0.075 -0.016 0.019 0.000
C -3.137843 -4.666836 0.270517 0.022 0.055 0.106 0.000
C -2.814038 -3.517810 1.234326 -0.065 -0.181 -0.140 0.000
C -2.789814 -2.204369 0.534642 -0.283 0.194 -0.165 0.002
N -1.753047 -1.485278 0.315391 -0.194 -0.238 0.636 0.000
N -1.993977 -0.332594 -0.368455 0.149 -0.387 -0.110 -0.020
C -3.250152 -0.163295 -0.683710 0.014 -0.165 0.052 -0.002
N -3.728242 0.887294 -1.355847 0.034 -0.049 0.047 0.000
S -4.245951 -1.478789 -0.127262 0.285 0.123 0.016 -0.002
H -3.156350 -5.612134 0.810874 -0.016 0.004 -0.016 0.000
H -2.388036 -4.732889 -0.516420 0.017 0.011 -0.038 0.000
H -4.113672 -4.521428 -0.194116 0.001 -0.042 -0.013 0.000
H -1.838565 -3.667375 1.696818 0.004 0.051 0.025 0.000
H -3.567230 -3.488620 2.024190 0.070 0.040 0.066 0.000
H -3.085696 1.592405 -1.678477 -0.069 0.018 -0.018 0.000
H -4.709393 0.986589 -1.534314 -0.017 0.031 -0.056 0.000
N 2.842389 1.320183 1.229586 0.006 -0.231 -0.075 0.003
C 3.098187 0.346070 0.338033 -0.040 0.172 -0.040 0.002
C 4.310597 -0.372581 0.427589 0.126 -0.099 0.039 0.000
C 4.686586 -1.206727 -0.588147 -0.094 0.147 0.096 0.003
C 3.874065 -1.278821 -1.725773 -0.082 0.028 -0.056 0.000
C 2.673202 -0.624955 -1.699823 0.374 -0.118 -0.109 0.000
N 2.207606 0.096070 -0.645309 -0.209 -0.289 -0.300 -0.016
H 3.522058 1.530008 1.936640 -0.015 0.037 0.057 0.000
H 2.035269 1.919688 1.138836 0.159 0.052 0.024 0.000
H 4.937596 -0.224300 1.297195 0.000 0.020 -0.019 0.000
H 5.611749 -1.763592 -0.523107 0.014 0.017 -0.017 0.000
H 4.162818 -1.844777 -2.599043 -0.007 0.024 -0.005 0.000
H 2.037560 -0.641480 -2.573072 -0.135 -0.074 0.083 0.000

60
Properties=species:S:1:pos:R:3:forces:R:3:lowdin_spin:R:1 method="wB97M-V/def2-TZVPD" spin_multiplicity=5 homo_ev="-7.642 / -11.544" charge=+1
C 1.047889 1.265558 1.448133 0.194 0.797 -0.700 0.318
C -0.274207 1.284086 1.984886 -0.210 -0.018 1.189 0.420
C -1.144104 1.917213 1.072175 -0.224 0.853 -1.239 0.298
C -0.392773 2.336836 -0.071607 -0.121 0.221 0.993 0.195
C 1.027297 2.015897 0.184938 -0.411 0.073 0.535 0.214
Pt 0.475045 0.190665 -0.627048 1.240 -0.440 1.339 1.095
C -2.250900 -0.841422 -1.989618 -0.468 -0.545 2.435 0.038
C -0.726661 -0.924162 -1.995726 -2.059 -0.640 -0.449 0.348
H -0.375124 -1.964416 -2.017615 0.016 0.279 0.125 0.022
C 0.094722 0.056048 -2.674260 0.387 0.699 -1.460 0.327
H -0.363610 0.949753 -3.099911 0.089 -0.447 -0.140 0.024
H 1.003348 -0.300797 -3.165233 -0.233 0.247 -0.086 0.031
C -2.811440 -1.941401 -2.887653 0.063 -0.175 -0.144 0.018
H -2.493641 -2.927688 -2.527784 -0.089 0.137 -0.120 0.001
H -3.906387 -1.919901 -2.909778 0.172 -0.018 -0.016 0.004
H -2.435762 -1.804445 -3.909769 -0.127 -0.071 0.115 0.001
C -2.781795 0.518986 -2.423012 0.037 0.168 0.004 0.000
H -2.493472 1.294339 -1.700966 -0.047 -0.182 -0.244 0.001
H -2.381281 0.781021 -3.409569 -0.191 -0.001 0.154 0.001
H -3.876471 0.514112 -2.495263 0.327 0.004 -0.013 0.000
C -0.623896 0.804155 3.344635 -0.190 -0.232 0.065 0.059
H -0.081257 -0.120359 3.586973 -0.063 0.216 -0.021 0.010
H -0.362556 1.547568 4.113751 0.026 -0.113 -0.158 0.024
H -1.696079 0.597907 3.439845 0.230 0.098 -0.055 0.003
C -2.587014 2.183769 1.298562 -0.398 -0.169 -0.057 0.037
H -3.073088 1.336537 1.800490 0.102 0.153 -0.091 0.005
H -2.742494 3.073983 1.928696 0.118 -0.192 -0.133 0.016
H -3.120719 2.351942 0.354416 0.166 -0.016 0.234 0.002
C -0.830029 3.291698 -1.122909 -0.169 0.271 -0.229 0.018
H -1.916092 3.263025 -1.269354 0.284 0.024 0.013 0.001
H -0.570249 4.328318 -0.852705 -0.016 -0.273 -0.053 0.007
H -0.345678 3.067185 -2.081265 -0.124 0.065 0.140 0.003
C 2.195693 2.638564 -0.492175 0.090 0.023 -0.202 0.055
H 1.957699 2.809243 -1.546516 0.103 0.054 0.168 0.005
H 2.477399 3.594078 -0.035135 -0.020 -0.035 0.016 0.018
H 3.055401 1.962042 -0.448174 -0.044 0.228 0.006 0.006
C 2.282286 0.929989 2.194692 0.171 -0.441 0.152 0.042
H 3.138564 0.816855 1.521601 -0.148 0.024 0.197 0.002
H 2.531079 1.723635 2.918167 -0.106 -0.129 -0.179 0.019
H 2.157865 -0.002079 2.762227 0.120 0.216 -0.093 0.004
C -2.105703 -1.552790 0.609380 2.466 -0.253 -0.788 0.029
C -2.841358 -1.126908 -0.438781 -1.535 1.069 -3.232 0.022
C -2.604545 -1.717282 1.894647 -0.245 -0.021 -0.095 0.004
C -4.211153 -0.907565 -0.255639 -0.231 0.023 0.251 0.002
H -1.061494 -1.661751 0.192338 -0.736 -0.236 1.744 0.018
C -3.962492 -1.450218 2.097034 0.256 -0.031 0.023 0.001
H -1.935322 -2.052238 2.690220 -0.387 0.096 -0.097 0.001
C -4.766502 -1.054924 1.015565 0.178 -0.082 -0.064 0.004
H -4.848326 -0.623550 -1.100087 0.189 -0.093 0.442 0.000
H -4.391514 -1.559897 3.092649 0.042 0.023 -0.257 0.000
H -5.831077 -0.868332 1.161127 0.290 -0.071 0.030 0.000
N 2.524434 -3.405349 0.208837 0.106 0.285 -0.063 0.020
C 3.634929 -2.604442 -0.037855 -0.401 0.185 0.028 0.007
C 3.161154 -1.346253 -0.263919 -0.672 -1.039 0.153 0.014
N 1.768826 -1.390267 -0.177089 0.880 -1.209 0.362 0.133
C 1.413674 -2.645427 0.128552 1.072 0.475 -0.323 0.046
H 2.525564 -4.400428 0.401256 0.112 0.282 -0.035 0.001
H 4.641965 -2.976176 -0.047169 0.011 -0.167 0.073 0.001
H 3.692205 -0.431909 -0.481168 -0.090 -0.183 -0.068 0.001
H 0.413708 -3.035941 0.284083 0.223 0.236 -0.083 0.002